# 1
Formula: C4H9N2OS
Source: OMol25
Level of theory: ωB97M-V/def2-TZVPD

Each line ends with the natural charge from an NBO analysis.
Element x y z (Å)
1 C -1.694 1.024 -0.195  0.2897
2 C -0.238 0.120 1.416  -0.2502
3 C 0.274 -2.147 -0.139  0.0166
4 C 0.545 2.021 0.091  -0.4477
5 N -0.498 1.058 0.411  -0.4815
6 N 0.843 -3.096 -0.840  -0.6558
7 O -1.802 2.010 -1.086  -0.6811
8 S 1.108 -1.127 0.903  0.3749
9 H 0.195 0.567 2.316  0.2415
10 H -1.134 -0.452 1.654  0.2651
11 H -0.794 -2.001 -0.253  0.2565
12 H 1.482 1.742 0.567  0.2084
13 H 0.679 2.050 -0.990  0.2343
14 H 0.249 3.014 0.428  0.2364
15 H -2.676 2.002 -1.499  0.5187
16 H 0.307 -3.683 -1.467  0.4416
17 H 1.840 -3.270 -0.783  0.4326

E = -740.44725 a.u.
LUMO = -4.681 eV
Net charge = +1
Orbital gap = 7.63 eV
Highest occupied orbital energy = -0.45259 Ha
Relative energy (zero: lowest compared OMol25 entry of this formula, charge and spin) = 251.3 kJ/mol


# 2
Formula: C4H9N2P
Source: OMol25
Level of theory: ωB97M-V/def2-TZVPD

Each line ends with the natural charge from an NBO analysis.
Element x y z (Å)
1 C -1.147 -0.353 0.591  -0.0635
2 C -0.422 0.634 1.144  -0.1310
3 C -1.038 -2.003 -1.224  -0.3974
4 C 1.409 2.445 0.062  -0.3752
5 N -0.400 -1.222 -0.187  -0.7033
6 N 0.921 0.626 0.820  -0.7480
7 P 1.260 -0.691 -0.191  0.9338
8 H -2.194 -0.553 0.739  0.2087
9 H -0.786 1.391 1.815  0.2043
10 H -0.342 -2.765 -1.570  0.2051
11 H -1.917 -2.497 -0.806  0.1995
12 H -1.353 -1.393 -2.078  0.1783
13 H 1.508 3.002 0.974  0.1983
14 H 2.322 2.212 -0.453  0.1964
15 H 0.567 2.695 -0.557  0.1914
16 H 1.612 -1.527 0.921  -0.0975

E = -608.57067 a.u.
LUMO (alpha / beta) = 0.826 / 0.827 eV
Net charge = 0
Orbital gap (alpha / beta) = 7.56 / 7.56 eV
Highest occupied orbital energy (alpha / beta) = -0.24730 / -0.24731 Ha
Relative energy (zero: lowest compared OMol25 entry of this formula, charge and spin) = 273.5 kJ/mol


# 3
Formula: C4H9N2S
Source: OMol25
Level of theory: ωB97M-V/def2-TZVPD

Each line ends with the natural charge from an NBO analysis.
Element x y z (Å)
1 C -2.844 -1.632 -0.570  -0.1200
2 C 0.448 -0.440 0.544  -0.1109
3 C -0.902 1.425 -0.295  -0.6203
4 C -0.810 0.116 0.431  -0.2517
5 N -2.677 -0.468 -0.231  -0.2024
6 N 3.687 0.240 0.286  -1.0597
7 S 1.679 -1.292 0.563  0.6875
8 H -3.876 -2.107 -0.706  0.2541
9 H -2.160 -2.439 -0.688  0.2160
10 H -0.719 2.293 0.334  0.2403
11 H -0.213 1.426 -1.115  0.2147
12 H -1.898 1.382 -0.600  0.2607
13 H -1.354 0.196 1.489  0.3153
14 H 3.067 0.620 -0.386  0.3800
15 H 4.533 -0.081 -0.144  0.3911
16 H 4.040 0.762 1.087  0.4052

E = -665.06284 a.u.
LUMO (alpha / beta) = -6.249 / -5.791 eV
Net charge = +1
Orbital gap (alpha / beta) = 7.19 / 7.38 eV
Highest occupied orbital energy (alpha / beta) = -0.49378 / -0.48402 Ha
Relative energy (zero: lowest compared OMol25 entry of this formula, charge and spin) = 602.6 kJ/mol


# 4
Formula: C4H9N2S
Source: OMol25
Level of theory: ωB97M-V/def2-TZVPD

Each line ends with the natural charge from an NBO analysis.
Element x y z (Å)
1 C 0.971 -0.886 0.366  -0.1398
2 C 2.018 1.144 0.171  0.2643
3 C -2.982 -0.585 -0.062  -0.7975
4 C 0.868 1.001 -0.886  -0.3489
5 N 2.072 0.046 0.843  -0.4500
6 N 0.113 -0.183 -0.472  -0.3821
7 S -2.057 0.766 0.640  0.3084
8 H 0.354 -1.480 1.114  0.2639
9 H 1.413 -1.689 -0.195  0.2325
10 H 2.494 2.211 0.190  0.2941
11 H -3.662 -0.530 -0.878  0.2441
12 H -3.591 -0.996 0.701  0.2425
13 H -2.269 -1.300 -0.335  0.2578
14 H 0.140 1.836 -1.130  0.2939
15 H 1.554 0.879 -1.776  0.2479
16 H 2.563 -0.235 1.708  0.4689

E = -665.08676 a.u.
LUMO (alpha / beta) = -5.986 / -5.984 eV
Net charge = +1
Orbital gap (alpha / beta) = 6.91 / 6.90 eV
Highest occupied orbital energy (alpha / beta) = -0.47400 / -0.47351 Ha
Relative energy (zero: lowest compared OMol25 entry of this formula, charge and spin) = 539.8 kJ/mol


# 5
Formula: C4H9N2S
Source: OMol25
Level of theory: ωB97M-V/def2-TZVPD

Each line ends with the natural charge from an NBO analysis.
Element x y z (Å)
1 C 0.437 -1.466 0.733  0.0873
2 N 0.827 -0.282 0.265  -0.2157
3 C 1.641 -0.126 -0.950  -0.4401
4 C 0.222 0.940 0.617  -0.3162
5 C -1.196 1.155 0.143  -0.0347
6 N -2.097 0.215 0.123  -0.5754
7 S -3.352 -0.382 -0.594  0.0822
8 H 0.791 -2.393 0.269  0.2395
9 H -0.314 -1.726 1.490  0.2454
10 H 2.197 -1.003 -1.189  0.2499
11 H 0.839 -0.090 -1.765  0.2525
12 H 2.162 0.856 -1.110  0.2705
13 H 0.787 1.836 0.196  0.2673
14 H 0.217 1.197 1.644  0.2697
15 H -1.415 2.006 -0.540  0.2320
16 H -1.746 -0.738 0.666  0.3857

E = -665.09406 a.u.
LUMO = -5.996 eV
Structure (SMILES) = C=[N+](C)C/C=[NH+]/[S-]
Net charge = +1
Orbital gap = 5.99 eV
Highest occupied orbital energy = -0.44031 Ha
Relative energy (zero: lowest compared OMol25 entry of this formula, charge and spin) = 520.6 kJ/mol


# 6
Formula: C4H9N2S
Source: OMol25
Level of theory: ωB97M-V/def2-TZVPD

Each line ends with the natural charge from an NBO analysis.
Element x y z (Å)
1 C 1.177 0.042 0.126  0.1730
2 C 0.500 -1.310 0.220  -0.6143
3 C -1.750 0.012 0.486  -0.2964
4 C 2.626 0.047 -0.208  -0.6571
5 N 0.649 1.092 0.381  -0.2301
6 N -2.798 0.951 -0.230  -0.7245
7 S -1.088 -1.246 -0.595  0.4422
8 H 1.146 -2.155 -0.083  0.2891
9 H 0.366 -1.481 1.292  0.2794
10 H -0.802 0.546 0.797  0.2235
11 H 3.105 0.960 0.132  0.2597
12 H 2.893 -0.039 -1.313  0.2665
13 H 3.244 -0.816 0.228  0.2492
14 H -3.742 0.651 0.161  0.4600
15 H -2.883 0.767 -1.169  0.4158
16 H -2.642 1.978 -0.225  0.4640

E = -665.07542 a.u.
LUMO = -5.935 eV
Net charge = +1
Orbital gap = 6.45 eV
Highest occupied orbital energy = -0.45501 Ha
Relative energy (zero: lowest compared OMol25 entry of this formula, charge and spin) = 569.5 kJ/mol


# 7
Formula: C4H9N3
Source: OMol25
Level of theory: ωB97M-V/def2-TZVPD

Each line ends with the natural charge from an NBO analysis.
Element x y z (Å)
1 C 1.921 -0.468 -0.842  0.3672
2 C -0.607 1.786 -0.928  -0.6286
3 C 0.461 -2.335 1.230  -0.4904
4 C 0.007 0.777 0.037  0.0517
5 N 2.869 -1.174 -1.061  -0.2774
6 N 0.736 1.408 1.175  -0.8220
7 N 0.726 -0.168 -0.705  -0.3453
8 H -1.392 1.223 -1.643  0.2410
9 H 0.146 2.376 -1.538  0.2183
10 H -1.178 2.586 -0.268  0.2363
11 H -0.266 -3.047 1.648  0.1858
12 H 0.949 -2.241 0.291  0.1831
13 H 0.653 -1.487 1.933  0.1378
14 H -0.884 0.266 0.604  0.2207
15 H 1.156 0.583 1.588  0.3646
16 H 1.340 2.052 0.649  0.3573

E = -321.88266 a.u.
LUMO (alpha / beta) = -0.158 / -2.274 eV
Net charge = 0
Orbital gap (alpha / beta) = 9.92 / 6.83 eV
Highest occupied orbital energy (alpha / beta) = -0.37028 / -0.33453 Ha
Relative energy (zero: lowest compared OMol25 entry of this formula, charge and spin) = 545.3 kJ/mol


# 8
Formula: C4H9N3
Source: OMol25
Level of theory: ωB97M-V/def2-TZVPD

Each line ends with the natural charge from an NBO analysis.
Element x y z (Å)
1 H 0.409 2.509 0.024  0.3652
2 N 0.904 1.637 0.191  -0.6347
3 C 0.176 0.620 0.185  0.4711
4 C 0.347 -0.821 -0.002  -0.3088
5 N 1.961 -1.163 0.434  -0.4279
6 C 2.925 -0.503 -0.059  -0.0765
7 N -1.331 0.557 -0.339  -0.7305
8 C -2.468 -0.118 0.241  -0.4088
9 H -0.147 -1.426 0.756  0.2395
10 H 0.329 -1.193 -1.024  0.2393
11 H 2.815 0.363 -0.741  0.1527
12 H 3.963 -0.732 0.238  0.1685
13 H -1.559 1.166 -1.118  0.3765
14 H -3.360 0.518 0.211  0.2001
15 H -2.684 -1.053 -0.288  0.1757
16 H -2.279 -0.361 1.291  0.1985

E = -321.95284 a.u.
LUMO = 0.833 eV
Structure (SMILES) = [H]/N=C(/CN=C)NC
Net charge = 0
Orbital gap = 9.16 eV
Highest occupied orbital energy = -0.30602 Ha
Relative energy (zero: lowest compared OMol25 entry of this formula, charge and spin) = 361.1 kJ/mol


# 9
Formula: C4H9N3
Source: OMol25
Level of theory: ωB97M-V/def2-TZVPD

Each line ends with the natural charge from an NBO analysis.
Element x y z (Å)
1 N 2.783 -0.368 1.878  -0.0872
2 N 1.124 -0.936 0.091  -0.3086
3 N 1.929 -0.615 1.015  0.2043
4 C -0.757 0.175 1.226  -0.6348
5 C -0.999 -0.927 -1.067  -0.6134
6 C 0.461 1.173 -0.822  -0.5959
7 C -0.027 -0.140 -0.113  0.1157
8 H -1.657 0.747 1.198  0.2196
9 H -1.142 -0.826 1.515  0.2178
10 H -0.138 0.688 1.921  0.2152
11 H -0.566 -0.955 -2.053  0.2125
12 H -0.906 -1.969 -0.850  0.2262
13 H -1.938 -0.437 -1.097  0.2163
14 H -0.291 1.855 -0.858  0.2045
15 H 1.284 1.541 -0.245  0.2003
16 H 0.841 0.994 -1.740  0.2074

E = -321.96782 a.u.
LUMO = 0.672 eV
Net charge = 0
Orbital gap = 10.00 eV
Highest occupied orbital energy = -0.34292 Ha
Relative energy (zero: lowest compared OMol25 entry of this formula, charge and spin) = 321.7 kJ/mol


# 10
Formula: C4H9N3
Source: OMol25
Level of theory: ωB97M-V/def2-TZVPD

Each line ends with the natural charge from an NBO analysis.
Element x y z (Å)
1 C 2.649 0.337 -0.220  0.3565
2 C 1.179 -1.466 -0.222  -0.4365
3 C -0.866 0.224 1.524  -0.4897
4 C -0.046 1.431 -0.381  -0.4851
5 N 3.591 0.823 -0.741  -0.3193
6 N 1.841 -0.403 0.425  -0.3307
7 N 0.199 1.005 0.992  -0.1910
8 H 1.757 -2.363 0.077  0.2360
9 H 0.111 -1.480 0.231  0.2127
10 H 1.183 -1.229 -1.234  0.1921
11 H -1.692 0.872 1.980  0.2444
12 H -1.277 -0.517 0.759  0.1719
13 H -0.466 -0.277 2.367  0.2210
14 H -0.146 2.547 -0.538  0.2286
15 H 0.791 1.119 -0.969  0.2155
16 H -0.942 0.950 -0.738  0.1736

E = -321.89302 a.u.
LUMO (alpha / beta) = -0.562 / -1.528 eV
Net charge = 0
Orbital gap (alpha / beta) = 9.08 / 7.75 eV
Highest occupied orbital energy (alpha / beta) = -0.35433 / -0.34088 Ha
Relative energy (zero: lowest compared OMol25 entry of this formula, charge and spin) = 518.1 kJ/mol